Record 1
ORCA calculation (ωB97M-V/def2-TZVPD) on C39H63AsN6OPS3Si3Ti as an isolated structure in a non-equilibrium geometry.

Positions of all 118 atoms, in Å:
Ti -0.174 0.408 1.330
C -2.959 3.728 0.330
C -1.635 3.072 0.597
N -1.517 2.005 1.518
N -2.664 1.789 2.306
C -2.800 0.755 3.078
S -1.539 -0.450 3.130
S -4.243 0.687 4.215
C -3.726 2.092 5.289
C -2.443 1.987 6.098
C -1.491 3.050 6.240
C -0.327 2.862 7.033
C -0.067 1.657 7.658
C -1.005 0.633 7.596
C -2.178 0.815 6.834
C -0.471 3.468 -0.125
C -0.502 4.578 -1.038
C 0.424 4.598 -2.058
C 1.594 3.853 -1.990
C 1.873 3.206 -0.815
C 0.821 2.816 0.051
O 1.036 1.833 0.978
H -3.599 3.372 1.144
H -3.311 3.499 -0.683
H -2.907 4.808 0.485
H -4.645 2.373 5.875
H -3.655 2.902 4.561
H -1.653 3.925 5.675
H 0.440 3.654 7.082
H 0.918 1.460 8.096
H -0.955 -0.363 8.064
H -2.869 -0.030 6.791
H -1.265 5.392 -0.923
H 0.316 5.298 -2.910
H 2.230 3.822 -2.884
H 2.870 2.758 -0.643
C 3.759 -1.008 4.252
Si 2.627 -0.151 3.016
C 3.914 1.079 2.293
C 1.481 0.936 4.090
C 1.502 -1.074 1.691
Si 1.026 -2.823 2.541
C 2.591 -3.819 2.730
C 0.215 -2.883 4.155
C -0.111 -3.785 1.348
Si 2.667 -1.489 0.215
C 2.379 -0.302 -1.178
C 4.469 -1.653 0.383
C 2.300 -3.032 -0.941
C 2.830 -4.386 -0.802
C 2.359 -5.390 -1.620
C 1.266 -5.094 -2.514
C 0.990 -3.750 -2.653
N 1.538 -2.735 -2.009
H 4.359 -0.223 4.693
H 4.465 -1.682 3.779
H 3.268 -1.609 4.975
H 3.770 2.119 2.612
H 3.971 1.223 1.196
H 4.883 0.692 2.517
H 2.198 1.345 4.799
H 0.730 0.328 4.640
H 0.910 1.770 3.613
H 3.544 -3.371 2.550
H 2.440 -4.627 2.004
H 2.776 -4.275 3.701
H 0.453 -3.826 4.603
H -0.832 -2.698 4.075
H 0.645 -2.178 4.896
H 0.304 -4.794 1.207
H -0.124 -3.306 0.354
H -1.121 -3.890 1.758
H 3.092 -0.526 -1.986
H 2.488 0.766 -0.896
H 1.392 -0.482 -1.649
H 5.005 -0.683 0.407
H 4.883 -2.274 -0.404
H 4.736 -2.125 1.337
H 3.557 -4.550 -0.037
H 2.827 -6.355 -1.657
H 0.692 -5.853 -3.057
H 0.220 -3.428 -3.316
C -1.991 1.144 -6.211
N -0.960 0.087 -6.318
C -0.619 -0.149 -7.711
N -0.273 1.021 -8.513
C -1.380 2.052 -8.324
N -1.665 2.401 -6.953
C -0.588 3.068 -6.276
P 0.968 1.971 -6.202
C 0.205 0.427 -5.486
C 1.040 1.545 -8.063
H -2.140 1.334 -5.141
H -2.924 0.717 -6.575
H -1.485 -0.657 -8.182
H 0.136 -0.963 -7.797
H -2.284 1.552 -8.677
H -1.116 2.892 -9.000
H -0.823 3.229 -5.213
H -0.193 3.994 -6.754
H -0.072 0.573 -4.426
H 0.954 -0.372 -5.501
H 1.820 0.910 -8.325
H 1.252 2.525 -8.576
C -3.399 -2.494 1.383
As -3.268 -1.656 -0.384
C -4.656 -0.350 -0.677
C -2.953 -3.003 -1.770
S -1.292 -0.293 -0.593
H -2.638 -2.008 1.991
H -3.141 -3.600 1.258
H -4.457 -2.394 1.713
H -5.641 -0.781 -0.421
H -4.602 -0.086 -1.766
H -4.372 0.512 -0.083
H -2.866 -4.024 -1.355
H -2.034 -2.633 -2.267
H -3.802 -2.931 -2.498

## Properties
net charge: -1
energy relative to the best compared isomer or geometry (same formula, charge and spin): 65.5 kcal per mole
<S²>: 2.046
multiplicity: 3
LUMO (spin up / spin down): 0.074 / 0.074 Eh


Record 2
ORCA calculation (ωB97M-V/def2-TZVPD) on an isolated ion of composition C7H14N3O and charge +1 in a non-equilibrium geometry.

Positions of all 25 atoms, in Å:
H 2.251 -1.850 -0.115
N 1.559 -1.826 -0.859
C 0.603 -1.000 -0.976
C -0.172 -0.889 -2.218
C -0.509 0.637 -2.432
C -1.217 1.056 -1.152
N -0.736 0.840 0.001
C 0.337 0.005 0.180
N -0.024 -0.919 1.688
C -1.394 -0.965 2.011
O 1.505 0.655 0.540
C 1.469 1.916 1.192
H 0.568 -1.248 -3.001
H -0.975 -1.587 -2.262
H -1.210 0.795 -3.280
H 0.336 1.303 -2.672
H -2.083 1.677 -1.023
H 0.264 -1.800 1.467
H 0.548 -0.552 2.487
H -2.054 0.010 1.668
H -1.875 -1.902 1.722
H -1.529 -0.960 3.149
H 2.511 2.156 1.262
H 0.941 1.927 2.105
H 0.883 2.522 0.519

## Properties
net charge: +1
SMILES: [H]/N=C1/CCC=N[C@]1([NH2+]C)OC
energy relative to the best compared isomer or geometry (same formula, charge and spin): 75.2 kcal per mole
multiplicity: 1
LUMO: -0.136 Eh


Record 3
ORCA calculation (ωB97M-V/def2-TZVPD) on one molecule with the formula CH2Cl3ISi in a non-equilibrium geometry.

Positions of all 8 atoms, in Å:
C 2.592 0.828 0.432
Si -1.773 -0.414 -0.419
Cl -1.870 -2.411 -0.664
Cl -2.585 0.414 -1.989
Cl -2.290 0.163 1.498
I 0.638 0.751 -0.446
H 2.247 0.850 1.534
H 3.041 -0.180 0.053

## Properties
energy relative to the best compared isomer or geometry (same formula, charge and spin): 89.1 kcal per mole
multiplicity: 1
LUMO (spin up / spin down): -0.038 / -0.038 Eh


- What is the multiplicity in the first record?
  3